<one>
This record from the OMol25 dataset describes an isolated ion of composition C7H12NO and charge +1. The level of theory is ωB97M-V/def2-TZVPD.

ORCA input file:
```
! wB97M-V def2-TZVPD RIJCOSX def2/J DEFGRID3
* xyz 1 1
C -1.33419 0.72329 2.08444
C -1.45678 2.34538 0.34852
C -1.64510 3.73819 0.03017
C 2.33044 -2.80632 -1.17714
C 1.54038 -1.91481 -0.07291
C 0.16695 -1.46636 -0.66365
C -0.60566 -0.78768 0.35471
N -0.94911 -0.30524 1.34728
O -1.66165 1.81612 1.48921
H -1.72933 0.53722 3.05962
H -0.83844 4.24591 -0.55232
H -2.36778 3.83910 -0.79035
H -1.79123 4.47122 0.79228
H 2.96650 -2.19656 -1.90530
H 1.56184 -3.40949 -1.77383
H 2.99234 -3.60070 -0.75826
H 1.37976 -2.69754 0.81983
H 2.22812 -1.10953 0.29199
H 0.45602 -0.76084 -1.42547
H -0.32513 -2.30606 -1.11824
H -0.91795 1.64470 -0.38058
*
```

The value obtained for the HOMO energy (alpha / beta) is -12.016 / -12.019 eV.

=====

<two>
This record from the OMol25 dataset describes an isolated ion of composition C7H12NO and charge +1. The level of theory is ωB97M-V/def2-TZVPD.

ORCA input file:
```
! wB97M-V def2-TZVPD RIJCOSX def2/J DEFGRID3
* xyz 1 1
C 0.64495 -1.24070 -1.31677
C 1.10243 0.85088 -0.14541
C 1.15786 -0.27335 0.85698
C 0.30064 0.31147 -1.40039
C 0.51509 1.00322 1.17992
C 0.55474 -1.64364 0.09918
C -0.47321 1.81462 1.78178
N -0.95163 -1.72111 0.45204
O -1.12836 0.40809 -1.28396
H -0.14882 -1.78196 -2.07005
H 1.54862 -1.23786 -1.78806
H 1.78859 1.47147 -0.62409
H 2.01084 -0.59934 1.27432
H 0.41813 0.67743 -2.47408
H -1.31372 2.18031 1.15676
H -0.09885 2.74545 2.01671
H -1.13962 1.20516 2.49806
H -0.95008 -2.11137 1.37542
H -1.22380 -2.53983 -0.04163
H -1.24611 -0.86155 0.01363
H -1.36772 1.34262 -1.56035
*
```

The value obtained for the HOMO energy (alpha / beta) is -13.890 / -11.752 eV.

=====

Best to worst by energy: <one>, <two>.

=====

<one>
This record from the OMol25 dataset describes H26NeO13 as an isolated structure. The level of theory is ωB97M-V/def2-TZVPD.

ORCA input file:
```
! wB97M-V def2-TZVPD RIJCOSX def2/J DEFGRID3
* xyz 0 1
Ne 0.07682 -0.39232 -0.11049
O -2.35841 0.63867 -2.69007
H -1.96208 1.40892 -2.28282
H -3.15934 0.96811 -3.09775
O -3.46067 1.66535 1.01934
H -4.06999 1.31540 0.36934
H -3.03266 0.89243 1.38765
O -0.86914 -4.11055 1.73857
H -0.32184 -3.42489 2.12141
H -1.67679 -4.08747 2.25181
O -2.41771 -0.99885 2.11947
H -2.21718 -0.82225 3.03861
H -2.62130 -1.93379 2.09360
O 4.30958 -2.11003 0.09552
H 3.81585 -1.44337 -0.38200
H 4.71883 -1.63394 0.81807
O 3.11867 -0.30924 -1.66106
H 2.41984 -0.88376 -1.97376
H 2.69584 0.54159 -1.54467
O -3.35603 -1.62418 -1.48421
H -2.73692 -0.91026 -1.63666
H -2.82446 -2.32720 -1.11083
O -1.17135 2.69262 -0.99427
H -0.93200 3.50412 -0.54660
H -1.69077 2.20857 -0.35229
O 2.02884 -0.19069 2.79920
H 1.99995 0.37313 3.57218
H 2.10804 0.41559 2.06275
O -0.73569 1.51648 2.90068
H -0.04928 1.06095 2.41327
H -1.08902 0.85357 3.49392
O 2.54035 1.80648 0.84203
H 3.49401 1.75609 0.77696
H 2.25650 2.10764 -0.02109
O 1.52903 2.44711 -1.68240
H 1.82085 2.71847 -2.55270
H 0.64088 2.79610 -1.60745
O 1.09284 -2.22761 -3.01089
H 0.46324 -1.65974 -3.45515
H 1.62267 -2.59727 -3.71721
*
```

The value obtained for the HOMO energy is -10.305 eV.

=====

<two>
This record from the OMol25 dataset describes H26NeO13 as an isolated structure. The level of theory is ωB97M-V/def2-TZVPD.

ORCA input file:
```
! wB97M-V def2-TZVPD RIJCOSX def2/J DEFGRID3
* xyz 0 1
Ne -0.23639 -0.15990 -0.41478
O 1.95824 -0.14938 2.15403
H 1.20132 -0.71136 1.98826
H 2.39180 -0.54726 2.90897
O 0.83594 2.34022 2.29286
H -0.01993 2.15554 1.90606
H 1.37598 1.58780 2.05106
O 0.37330 0.60536 -3.42560
H -0.24795 -0.10245 -3.25449
H 0.35765 0.71375 -4.37652
O 2.71235 0.81631 -1.84314
H 3.26873 1.14428 -2.54961
H 1.88652 0.59251 -2.27226
O 2.15952 3.47379 -0.80623
H 2.33250 2.56730 -1.06038
H 1.21608 3.50255 -0.64711
O -0.96906 3.96223 -0.61840
H -1.59394 3.56794 -0.00987
H -0.72505 4.79177 -0.20784
O -2.99939 -2.43540 -0.55819
H -2.68185 -1.81055 0.09371
H -3.44557 -3.11016 -0.04647
O -1.92519 1.99886 1.56214
H -2.47664 2.20396 2.31717
H -2.18081 1.11086 1.31243
O -1.71214 -1.37985 -2.94779
H -2.01865 -1.55794 -2.05865
H -2.49611 -1.10001 -3.42036
O -0.31759 -3.93177 -0.13368
H 0.61374 -3.75854 -0.27095
H -0.63260 -4.23816 -0.98405
O 3.97762 -0.80319 0.38557
H 3.51888 -0.42386 -0.36403
H 3.36684 -0.70420 1.11590
O -0.07520 -2.22211 2.27190
H -0.31141 -2.76640 1.52078
H 0.33627 -2.82848 2.88773
O -2.34327 -0.65784 1.47635
H -1.51967 -1.00754 1.81639
H -2.95486 -0.72868 2.20928
*
```

The value obtained for the HOMO energy is -9.478 eV.

=====

Best to worst by energy: <two>, <one>.